The following is a quantum chemistry calculation of a cluster of 5 separate species, C29H29BrN2 in total in a non-equilibrium geometry, from the OMol25 dataset.

Each atom is followed by the atoms it is bonded to, with distances in Å.
Atoms and positions in Å:
1 C 6.637 2.501 0.058  C2 1.639, H9 1.177, H10 1.192, H11 1.185
2 C 5.213 3.282 0.284  C1 1.639, C3 1.640, C5 1.664, H12 1.174
3 C 4.997 4.335 -0.954  C2 1.640, N4 1.292
4 N 4.839 5.104 -1.980  C3 1.292
5 C 3.895 2.268 0.342  C2 1.664, Br6 2.040, C7 1.670, H13 1.171
6 Br 2.312 3.505 0.699  C5 2.040
7 C 3.699 1.466 -1.110  C5 1.670, N8 1.301
8 N 3.417 0.798 -2.190  C7 1.301
9 H 7.388 2.790 0.917  C1 1.177
10 H 7.092 2.821 -0.996  C1 1.192
11 H 6.403 1.340 0.019  C1 1.185
12 H 5.257 3.802 1.335  C2 1.174
13 H 4.022 1.470 1.189  C5 1.171
14 C -1.281 2.061 2.503  C15 1.395, C19 1.395, H20 1.087
15 C -0.705 1.781 1.264  C14 1.395, C16 1.395, H21 1.087
16 C -1.209 0.745 0.478  C15 1.395, C17 1.395, H22 1.087
17 C -2.296 -0.005 0.927  C16 1.395, C18 1.395, H23 1.087
18 C -2.874 0.277 2.164  C17 1.395, C19 1.395, H24 1.087
19 C -2.365 1.307 2.954  C14 1.395, C18 1.395, H25 1.086
20 H -0.887 2.867 3.116  C14 1.087
21 H 0.138 2.370 0.911  C15 1.087
22 H -0.755 0.523 -0.484  C16 1.087
23 H -2.691 -0.810 0.312  C17 1.087
24 H -3.723 -0.307 2.513  C18 1.087
25 H -2.813 1.524 3.920  C19 1.086
26 C -5.585 -0.347 -2.886  C27 1.395, C31 1.395, H32 1.087
27 C -5.836 -1.404 -3.760  C26 1.395, C28 1.395, H33 1.087
28 C -4.774 -2.113 -4.321  C27 1.395, C29 1.395, H34 1.087
29 C -3.460 -1.770 -4.001  C28 1.395, C30 1.395, H35 1.087
30 C -3.209 -0.715 -3.124  C29 1.395, C31 1.395, H36 1.087
31 C -4.271 0.000 -2.570  C26 1.395, C30 1.395, H37 1.086
32 H -6.413 0.208 -2.451  C26 1.087
33 H -6.860 -1.676 -4.004  C27 1.087
34 H -4.970 -2.933 -5.007  C28 1.087
35 H -2.633 -2.326 -4.434  C29 1.087
36 H -2.186 -0.449 -2.873  C30 1.087
37 H -4.075 0.825 -1.891  C31 1.086
38 C -3.785 -6.643 -3.621  C39 1.395, C43 1.395, H44 1.087
39 C -2.626 -7.411 -3.735  C38 1.395, C40 1.395, H45 1.087
40 C -1.401 -6.892 -3.319  C39 1.395, C41 1.395, H46 1.087
41 C -1.335 -5.608 -2.778  C40 1.395, C42 1.395, H47 1.087
42 C -2.494 -4.841 -2.660  C41 1.395, C43 1.395, H48 1.087
43 C -3.718 -5.357 -3.085  C38 1.395, C42 1.395, H49 1.086
44 H -4.739 -7.047 -3.948  C38 1.087
45 H -2.678 -8.414 -4.150  C39 1.087
46 H -0.497 -7.488 -3.414  C40 1.087
47 H -0.381 -5.205 -2.449  C41 1.087
48 H -2.443 -3.841 -2.237  C42 1.087
49 H -4.620 -4.757 -2.998  C43 1.086
50 C 2.069 3.443 5.042  C51 1.395, C55 1.395, H56 1.087
51 C 2.894 4.330 5.732  C50 1.395, C52 1.395, H57 1.087
52 C 4.264 4.085 5.822  C51 1.395, C53 1.395, H58 1.087
53 C 4.811 2.956 5.212  C52 1.395, C54 1.395, H59 1.087
54 C 3.987 2.070 4.518  C53 1.395, C55 1.395, H60 1.087
55 C 2.616 2.311 4.436  C50 1.395, C54 1.395, H61 1.086
56 H 1.001 3.632 4.975  C50 1.087
57 H 2.468 5.214 6.202  C51 1.087
58 H 4.905 4.773 6.366  C52 1.087
59 H 5.879 2.767 5.278  C53 1.087
60 H 4.414 1.191 4.041  C54 1.087
61 H 1.973 1.617 3.900  C55 1.086

Its structure (SMILES) is C[C@@H](C#N)[C@@H](Br)C#N.c1ccccc1.c1ccccc1.c1ccccc1.c1ccccc1. As for the electronic energy: -3805.7883 Eh. Its charge is 0. The frontier orbital gap is 8.6 eV.


The following is a quantum chemistry calculation of a cluster of 2 separate species, C2H8N in total in a non-equilibrium geometry, from the OMol25 dataset.

Each atom is followed by the atoms it is bonded to, with distances in Å.
Atoms and positions in Å:
1 C 1.097 0.297 1.541  H4 1.099, H5 1.110, H6 1.096, H8 1.102
2 N -0.968 -0.487 -1.994  C3 1.495, H9 1.018, H11 1.025
3 C -0.636 -0.270 -0.552  N2 1.495, H7 1.093, H10 1.093
4 H 0.710 0.571 2.531  C1 1.099
5 H 0.316 -0.271 0.994  C1 1.110
6 H 2.005 -0.314 1.613  C1 1.096
7 H -1.205 0.632 -0.311  C3 1.093
8 H 1.435 1.200 1.007  C1 1.102
9 H -1.755 0.157 -2.048  N2 1.018
10 H -0.816 -1.282 -0.181  C3 1.093
11 H -0.182 -0.232 -2.601  N2 1.025

As for the electronic energy: -135.3056 Eh. Its energy above the lowest of the compared OMol25 structures with the same formula, charge and spin is 512.5 kJ/mol. Its charge is +1. The frontier orbital gap is 8.6 eV.


The following is a quantum chemistry calculation of a cluster of 10 separate species, C51H129N7O17 in total in a non-equilibrium geometry, from the OMol25 dataset.

Each atom is followed by the atoms it is bonded to, with distances in Å.
Atoms and positions in Å:
1 C -3.717 4.776 -1.281  O2 1.383, H10 1.129, H11 1.064, H12 1.108
2 O -3.117 5.930 -0.811  C1 1.383, C3 1.385
3 C -3.005 6.064 0.562  O2 1.385, C4 1.497, H13 1.147, H14 1.081
4 C -2.373 7.387 0.867  C3 1.497, N5 1.437, H15 1.080, H16 1.155
5 N -1.021 7.344 0.379  C4 1.437, C6 1.428, H17 1.004
6 C -0.259 8.551 0.387  N5 1.428, C7 1.597, H18 1.074, H19 1.072
7 C -0.779 9.722 -0.567  C6 1.597, O8 1.482, H20 1.076, H21 1.088
8 O -0.441 9.353 -1.962  C7 1.482, C9 1.373
9 C -1.115 9.985 -2.977  O8 1.373, H22 1.058, H23 1.105, H24 1.080
10 H -3.152 3.821 -1.070  C1 1.129
11 H -3.803 4.941 -2.329  C1 1.064
12 H -4.661 4.695 -0.706  C1 1.108
13 H -2.305 5.252 0.971  C3 1.147
14 H -3.912 5.878 1.120  C3 1.081
15 H -2.274 7.463 1.940  C4 1.080
16 H -3.062 8.189 0.404  C4 1.155
17 H -1.031 6.975 -0.555  N5 1.004
18 H 0.748 8.249 0.167  C6 1.074
19 H -0.239 8.989 1.366  C6 1.072
20 H -0.240 10.639 -0.404  C7 1.076
21 H -1.856 9.816 -0.440  C7 1.088
22 H -0.659 9.681 -3.883  C9 1.058
23 H -1.136 11.087 -2.895  C9 1.105
24 H -2.110 9.567 -3.026  C9 1.080
25 C -1.963 -3.454 -4.570  O26 1.421, H34 1.071, H35 1.065, H36 1.122
26 O -2.212 -4.792 -4.160  C25 1.421, C27 1.398
27 C -2.327 -5.799 -5.123  O26 1.398, C28 1.545, H37 1.088, H38 1.098
28 C -1.998 -7.156 -4.462  C27 1.545, N29 1.464, H39 1.105, H40 1.109
29 N -0.567 -7.218 -4.160  C28 1.464, C30 1.480, H41 1.012
30 C 0.074 -8.541 -3.978  N29 1.480, C31 1.506, H42 1.096, H43 1.041
31 C 1.513 -8.333 -3.586  C30 1.506, O32 1.478, H44 1.109, H45 1.077
32 O 1.503 -7.798 -2.208  C31 1.478, C33 1.477
33 C 2.926 -7.804 -1.812  O32 1.477, H46 1.115, H47 1.105, H48 1.092
34 H -2.846 -2.856 -4.661  C25 1.071
35 H -1.587 -3.520 -5.564  C25 1.065
36 H -1.255 -2.972 -3.844  C25 1.122
37 H -1.580 -5.644 -5.899  C27 1.088
38 H -3.294 -5.832 -5.640  C27 1.098
39 H -2.207 -7.968 -5.182  C28 1.105
40 H -2.692 -7.307 -3.610  C28 1.109
41 H -0.280 -6.623 -3.394  N29 1.012
42 H -0.049 -9.050 -4.941  C30 1.096
43 H -0.412 -9.144 -3.283  C30 1.041
44 H 2.001 -7.667 -4.326  C31 1.109
45 H 2.122 -9.213 -3.709  C31 1.077
46 H 3.569 -7.504 -2.672  C33 1.115
47 H 3.261 -8.793 -1.450  C33 1.105
48 H 3.075 -7.100 -0.991  C33 1.092
49 C 4.818 -0.203 -0.974  O50 1.462, H58 1.118, H59 1.042, H60 1.073
50 O 4.449 1.210 -0.895  C49 1.462, C51 1.480
51 C 5.483 2.200 -0.522  O50 1.480, C52 1.528, H61 1.081, H62 1.127
52 C 4.866 3.581 -0.738  C51 1.528, N53 1.489, H63 1.107, H64 1.115
53 N 5.763 4.574 -0.084  C52 1.489, C54 1.456, H65 1.010
54 C 5.300 5.216 1.138  N53 1.456, C55 1.560, H66 1.085, H67 1.113
55 C 4.479 6.523 0.916  C54 1.560, O56 1.426, H68 1.049, H69 1.088
56 O 5.334 7.539 0.397  C55 1.426, C57 1.412
57 C 4.552 8.475 -0.314  O56 1.412, H70 1.081, H71 1.178, H72 1.075
58 H 5.525 -0.377 -1.822  C49 1.118
59 H 3.894 -0.667 -1.101  C49 1.042
60 H 5.272 -0.499 -0.048  C49 1.073
61 H 6.410 1.941 -1.015  C51 1.081
62 H 5.722 2.070 0.571  C51 1.127
63 H 3.912 3.531 -0.178  C52 1.107
64 H 4.622 3.757 -1.812  C52 1.115
65 H 6.047 5.239 -0.789  N53 1.010
66 H 6.129 5.501 1.778  C54 1.085
67 H 4.589 4.508 1.621  C54 1.113
68 H 3.965 6.776 1.795  C55 1.049
69 H 3.792 6.255 0.115  C55 1.088
70 H 3.648 8.760 0.205  C57 1.081
71 H 4.352 7.964 -1.356  C57 1.178
72 H 5.072 9.390 -0.537  C57 1.075
73 C -7.151 1.563 1.206  O74 1.423, H82 1.076, H83 1.121, H84 1.043
74 O -5.922 2.196 1.542  C73 1.423, C75 1.424
75 C -4.918 1.332 2.066  O74 1.424, C76 1.548, H85 1.073, H86 1.057
76 C -3.606 2.144 1.942  C75 1.548, N77 1.457, H87 1.069, H88 1.048
77 N -2.525 1.241 2.314  C76 1.457, C78 1.445, H89 1.027
78 C -1.352 2.007 2.669  N77 1.445, C79 1.502, H90 1.096, H91 1.099
79 C -0.299 1.011 3.063  C78 1.502, O80 1.455, H92 1.085, H93 1.107
80 O -0.687 0.353 4.301  C79 1.455, C81 1.431
81 C -0.211 -0.988 4.461  O80 1.431, H94 1.095, H95 1.079, H96 1.059
82 H -7.662 1.235 2.095  C73 1.076
83 H -7.014 0.608 0.635  C73 1.121
84 H -7.752 2.195 0.634  C73 1.043
85 H -4.883 0.380 1.571  C75 1.073
86 H -5.181 1.116 3.067  C75 1.057
87 H -3.691 2.998 2.579  C76 1.069
88 H -3.405 2.400 0.946  C76 1.048
89 H -2.716 0.622 3.111  N77 1.027
90 H -1.453 2.795 3.425  C78 1.096
91 H -1.065 2.533 1.747  C78 1.099
92 H 0.693 1.388 3.292  C79 1.085
93 H -0.149 0.255 2.268  C79 1.107
94 H -0.807 -1.445 5.259  C81 1.095
95 H 0.817 -1.173 4.730  C81 1.079
96 H -0.405 -1.522 3.568  C81 1.059
97 C -4.395 -1.365 -1.128  O98 1.460, H106 1.069, H107 1.142, H108 1.117
98 O -4.161 -2.776 -1.420  C97 1.460, C99 1.380
99 C -5.067 -3.583 -0.764  O98 1.380, C100 1.566, H109 1.071, H110 1.109
100 C -4.838 -4.998 -1.396  C99 1.566, N101 1.458, H111 1.128, H112 1.116
101 N -3.472 -5.499 -1.477  C100 1.458, C102 1.464, H113 1.002
102 C -2.756 -5.596 -0.204  N101 1.464, C103 1.484, H114 1.072, H115 1.123
103 C -1.431 -6.253 -0.325  C102 1.484, O104 1.448, H116 1.103, H117 1.105
104 O -0.710 -6.207 0.929  C103 1.448, C105 1.376
105 C 0.345 -7.089 0.884  O104 1.376, H118 1.078, H119 1.104, H120 1.097
106 H -3.539 -0.828 -1.476  C97 1.069
107 H -4.509 -1.269 0.005  C97 1.142
108 H -5.368 -1.037 -1.568  C97 1.117
109 H -6.064 -3.315 -1.050  C99 1.071
110 H -4.997 -3.665 0.339  C99 1.109
111 H -5.282 -4.965 -2.432  C100 1.128
112 H -5.478 -5.740 -0.862  C100 1.116
113 H -2.918 -4.905 -2.065  N101 1.002
114 H -3.302 -6.214 0.481  C102 1.072
115 H -2.621 -4.609 0.316  C102 1.123
116 H -0.836 -5.711 -1.080  C103 1.103
117 H -1.545 -7.299 -0.662  C103 1.105
118 H -0.005 -8.108 0.862  C105 1.078
119 H 0.988 -7.030 1.779  C105 1.104
120 H 1.099 -6.832 0.130  C105 1.097
121 C 4.830 -4.258 -2.562  O122 1.429, H130 1.115, H131 1.087, H132 1.111
122 O 4.427 -4.673 -1.255  C121 1.429, C123 1.444
123 C 4.888 -3.677 -0.318  O122 1.444, C124 1.537, H133 1.099, H134 1.081
124 C 4.507 -4.326 1.022  C123 1.537, N125 1.442, H135 1.107, H136 1.110
125 N 4.145 -3.269 1.935  C124 1.442, C126 1.468, H137 1.055
126 C 2.750 -2.889 1.681  N125 1.468, C127 1.492, H138 1.095, H139 1.071
127 C 1.780 -3.804 2.351  C126 1.492, O128 1.401, H140 1.114, H141 1.107
128 O 1.940 -3.659 3.735  C127 1.401, C129 1.415
129 C 0.869 -4.138 4.526  O128 1.415, H142 1.120, H143 1.126, H144 1.067
130 H 4.610 -5.151 -3.191  C121 1.115
131 H 5.898 -4.059 -2.519  C121 1.087
132 H 4.183 -3.419 -2.898  C121 1.111
133 H 4.411 -2.732 -0.615  C123 1.099
134 H 5.954 -3.639 -0.497  C123 1.081
135 H 5.386 -4.854 1.439  C124 1.107
136 H 3.638 -4.971 0.777  C124 1.110
137 H 4.403 -3.520 2.927  N125 1.055
138 H 2.559 -2.823 0.605  C126 1.095
139 H 2.655 -1.870 1.994  C126 1.071
140 H 1.962 -4.862 2.054  C127 1.114
141 H 0.739 -3.623 2.021  C127 1.107
142 H 0.843 -5.255 4.456  C129 1.120
143 H -0.167 -3.733 4.349  C129 1.126
144 H 1.027 -3.954 5.565  C129 1.067
145 C 0.505 3.631 -0.795  O146 1.428, H154 1.119, H155 1.036, H156 1.165
146 O 0.577 2.408 -0.060  C145 1.428, C147 1.439
147 C 0.947 1.371 -0.986  O146 1.439, C148 1.504, H157 1.027, H158 1.088
148 C 0.718 -0.025 -0.473  C147 1.504, N149 1.508, H159 1.122, H160 1.072
149 N -0.750 -0.310 -0.278  C148 1.508, C150 1.431, H161 1.031
150 C -0.926 -1.613 0.286  N149 1.431, C151 1.533, H162 1.089, H163 1.114
151 C -0.728 -2.766 -0.705  C150 1.533, O152 1.390, H164 1.122, H165 1.100
152 O 0.582 -2.848 -1.161  C151 1.390, C153 1.463
153 C 1.147 -4.120 -1.614  O152 1.463, H166 1.068, H167 1.085, H168 1.110
154 H 1.487 3.787 -1.308  C145 1.119
155 H 0.285 4.477 -0.238  C145 1.036
156 H -0.205 3.524 -1.713  C145 1.165
157 H 1.915 1.475 -1.312  C147 1.027
158 H 0.280 1.499 -1.835  C147 1.088
159 H 1.410 -0.238 0.384  C148 1.122
160 H 1.035 -0.759 -1.187  C148 1.072
161 H -1.216 0.410 0.294  N149 1.031
162 H -1.886 -1.661 0.798  C150 1.089
163 H -0.099 -1.796 1.010  C150 1.114
164 H -1.306 -2.562 -1.645  C151 1.122
165 H -1.073 -3.688 -0.213  C151 1.100
166 H 2.085 -3.857 -2.050  C153 1.068
167 H 0.426 -4.554 -2.299  C153 1.085
168 H 1.325 -4.836 -0.784  C153 1.110
169 C 0.786 6.978 -4.973  C170 1.543, H173 1.102, H174 1.073, H175 1.129
170 C 0.704 6.110 -3.699  C169 1.543, C171 1.490, O172 1.396, H176 1.088
171 C 1.881 6.247 -2.796  C170 1.490, H177 1.100, H178 1.130, H179 1.137
172 O -0.417 6.360 -2.903  C170 1.396, H180 0.952
173 H 0.013 6.737 -5.721  C169 1.102
174 H 1.726 6.884 -5.480  C169 1.073
175 H 0.807 8.083 -4.742  C169 1.129
176 H 0.618 5.051 -3.933  C170 1.088
177 H 1.697 5.715 -1.850  C171 1.100
178 H 2.130 7.320 -2.544  C171 1.130
179 H 2.844 5.861 -3.262  C171 1.137
180 H -0.526 7.305 -2.920  O172 0.952
181 C 1.017 5.808 4.513  C182 1.548, H185 1.088, H186 1.126, H187 1.111
182 C 1.913 4.681 3.943  C181 1.548, C183 1.520, O184 1.404, H188 1.113
183 C 1.876 3.391 4.744  C182 1.520, H189 1.057, H190 1.143, H191 1.138
184 O 1.396 4.502 2.650  C182 1.404, H192 0.930
185 H -0.041 5.613 4.354  C181 1.088
186 H 1.160 6.820 4.039  C181 1.126
187 H 1.277 5.989 5.578  C181 1.111
188 H 2.960 5.059 3.926  C182 1.113
189 H 2.347 3.586 5.671  C183 1.057
190 H 2.497 2.611 4.185  C183 1.143
191 H 0.817 2.974 4.728  C183 1.138
192 H 1.770 3.839 2.115  O184 0.930
193 C -3.253 -5.525 5.187  C194 1.547, H197 1.059, H198 1.085, H199 1.063
194 C -3.099 -5.515 3.647  C193 1.547, C195 1.546, O196 1.405, H200 1.146
195 C -4.422 -4.956 3.074  C194 1.546, H201 1.071, H202 1.063, H203 1.084
196 O -2.019 -4.734 3.201  C194 1.405, H204 0.964
197 H -3.349 -4.509 5.469  C193 1.059
198 H -2.278 -5.727 5.619  C193 1.085
199 H -4.043 -6.182 5.457  C193 1.063
200 H -2.876 -6.568 3.255  C194 1.146
201 H -4.603 -3.956 3.411  C195 1.071
202 H -5.251 -5.588 3.282  C195 1.063
203 H -4.309 -4.958 1.996  C195 1.084
204 H -1.566 -4.972 2.384  O196 0.964

Its structure (SMILES) is COCCNCCOC.COCCNCCOC.COCCNCCOC.COCCNCCOC.COCCNCCOC.COCCNCCOC.COCCNCCOC.CC(C)O.CC(C)O.CC(C)O. As for the electronic energy: -3682.4318 Eh. Its energy above the lowest of the compared OMol25 structures with the same formula, charge and spin is 431.7 kJ/mol. Its charge is 0. The frontier orbital gap is 9.1 eV.